{"formula": "C26H24ClIrO8", "method": "the ωB97M-V functional and the def2-TZVPD basis", "symbols": ["Ir", "C", "C", "O", "C", "C", "C", "C", "C", "C", "O", "H", "H", "H", "H", "H", "H", "H", "C", "O", "C", "C", "C", "C", "C", "C", "O", "C", "O", "C", "H", "H", "H", "H", "H", "H", "H", "H", "H", "C", "C", "C", "C", "Cl", "C", "C", "C", "O", "C", "C", "O", "O", "H", "H", "H", "H", "H", "H", "H", "H"], "xyz": [[0.1163, -0.0771, -0.2330], [4.4817, -0.0663, 0.7642], [3.0271, 0.1597, 1.0804], [2.2823, 0.4313, 0.1383], [2.5896, 0.0724, 2.4662], [3.5207, -0.0031, 3.5070], [3.1361, -0.0388, 4.8326], [1.7780, -0.0352, 5.1637], [0.8331, 0.0352, 4.1816], [1.1822, 0.1082, 2.7934], [0.2224, 0.2003, 1.9734], [4.5923, -0.1123, -0.3163], [4.8373, -0.9910, 1.2110], [5.0749, 0.7660, 1.1377], [4.5726, -0.0111, 3.2750], [3.8790, -0.0680, 5.6134], [1.4715, -0.0851, 6.1981], [-0.2209, 0.0425, 4.4099], [-0.2421, 6.9810, -0.0202], [-1.5610, 6.4736, 0.0148], [-1.7830, 5.1643, -0.1203], [-3.1457, 4.7747, -0.0765], [-3.4852, 3.4496, -0.1101], [-2.5273, 2.4351, -0.2611], [-2.8978, 1.0401, -0.2473], [-4.3204, 0.6845, 0.1054], [-2.1225, 0.1058, -0.4958], [-1.1418, 2.8251, -0.4264], [-0.2056, 2.0118, -0.6910], [-0.8130, 4.2011, -0.2912], [-0.3441, 8.0616, 0.0637], [0.2567, 6.7356, -0.9612], [0.3508, 6.6123, 0.8213], [-3.8939, 5.5463, -0.0036], [-4.5261, 3.1866, -0.0404], [-4.6192, 1.1649, 1.0338], [-4.3963, -0.3941, 0.2109], [-4.9965, 1.0091, -0.6837], [0.2356, 4.4462, -0.3383], [0.5192, -5.0699, -3.6342], [-0.7564, -4.8348, -2.8913], [-1.9219, -4.6240, -3.6071], [-3.1448, -4.4503, -2.9703], [-4.5480, -4.1424, -3.8995], [-3.2322, -4.5385, -1.5798], [-2.0898, -4.7651, -0.8534], [-0.8400, -4.8665, -1.4820], [0.2182, -5.0307, -0.6456], [1.2864, -4.1213, -0.7157], [0.7731, -2.6741, -0.5836], [1.3290, -1.7901, -1.2718], [-0.1670, -2.4188, 0.1885], [0.3009, -5.4486, -4.6300], [1.1429, -5.7944, -3.1145], [1.0714, -4.1362, -3.7496], [-1.8811, -4.6047, -4.6844], [-4.1815, -4.4099, -1.0875], [-2.1209, -4.8138, 0.2230], [1.8764, -4.1840, -1.6352], [1.9239, -4.3513, 0.1445]], "total_charge": 1, "relative_energy_kj_mol": 519.53, "orbital_gap_ha": [0.1322, 0.1534], "s2": 0.965, "spin_multiplicity": 2}